Formula: C16H24AgO8
Source: the OMol25 dataset
Level of theory: ωB97M-V/def2-TZVPD

Structure (XYZ):
```
49
Properties=species:S:1:pos:R:3:mulliken_spin:R:1
Ag 15.62 -8.72 -6.44 0.456
O 17.30 -7.83 -7.81 0.210
C 18.39 -8.40 -7.86 -0.016
O 18.62 -9.55 -7.28 0.007
C 19.77 -10.17 -7.80 -0.004
C 20.63 -9.02 -8.35 0.005
C 19.58 -7.90 -8.54 0.025
H 19.71 -10.91 -8.60 0.000
H 20.31 -10.76 -7.06 0.001
H 21.27 -9.33 -9.18 0.001
H 21.34 -8.72 -7.57 0.000
H 19.22 -7.78 -9.56 -0.001
H 19.92 -7.00 -8.03 -0.001
O 15.49 -6.47 -5.38 0.007
C 15.21 -5.37 -4.91 -0.001
O 13.94 -4.96 -5.25 0.001
C 13.74 -3.59 -4.86 0.000
C 15.15 -3.00 -4.60 0.000
C 16.10 -4.25 -4.33 0.000
H 13.27 -3.57 -3.87 0.000
H 13.05 -3.31 -5.66 0.000
H 15.05 -2.29 -3.78 0.000
H 15.37 -2.37 -5.46 0.000
H 16.27 -4.42 -3.26 0.000
H 17.05 -3.90 -4.73 0.000
O 14.46 -9.68 -8.32 0.273
C 14.92 -10.54 -9.04 -0.024
O 16.13 -10.95 -9.02 0.010
C 16.62 -11.71 -10.12 -0.006
C 15.29 -12.15 -10.76 0.007
C 14.26 -11.17 -10.24 0.044
H 17.07 -12.68 -9.90 0.001
H 17.14 -11.02 -10.78 -0.001
H 14.98 -13.12 -10.38 0.000
H 15.12 -12.26 -11.84 0.004
H 13.31 -11.65 -9.99 -0.002
H 14.02 -10.26 -10.79 0.000
O 15.64 -10.31 -4.57 0.002
C 15.67 -10.73 -3.41 -0.001
O 15.99 -11.96 -3.07 0.002
C 16.02 -12.15 -1.64 0.000
C 15.73 -10.76 -0.96 0.000
C 15.33 -9.89 -2.15 0.000
H 16.98 -12.53 -1.30 0.000
H 15.21 -12.78 -1.28 0.000
H 16.62 -10.22 -0.65 0.000
H 14.94 -10.55 -0.24 0.000
H 15.71 -8.87 -2.06 0.000
H 14.26 -9.72 -2.16 0.000
```

Output
* frontier orbital gap (spin up / spin down): 9.89 / 4.24 eV
* 2S+1: 2
* net charge: +2
* DFT total energy: -1372.29548 a.u.